A cluster of 9 separate species, C22H51N4O14 in total in a non-equilibrium geometry. Source: the OMol25 dataset; level of theory: wB97M-V/def2-TZVPD.

The calculation puts the gap between HOMO and LUMO at 2.222 eV. The calculation puts the highest occupied orbital energy at -5.9075 eV. The calculated total energy comes out at -2140.6366 Ha. As for the charge: +1.

Each line ends with the Mulliken charge.
Cartesian coordinates (Å):
N  -18.640130  -11.303010  7.847400  -0.409
H  -19.319350  -10.692450  7.416160  0.300
H  -19.173550  -12.059650  8.251210  0.286
H  -18.252290  -10.842500  8.658330  0.389
H  -17.966420  -11.606370  7.158780  0.383
N  -23.798770  -12.206830  5.644330  -0.368
H  -24.724360  -11.854480  5.446300  0.344
H  -23.349630  -12.500260  4.788600  0.273
H  -23.806510  -12.934580  6.344630  0.342
H  -23.243550  -11.437640  5.990990  0.381
C  -21.439470  -1.831230  3.427280  -1.024
C  -21.504820  -2.301890  1.914290  -0.612
N  -21.173430  -3.730460  1.887880  0.182
C  -19.928210  -4.261830  1.981550  -0.382
C  -19.960090  -5.638810  1.867780  -0.301
N  -21.318200  -5.937050  1.687490  0.152
C  -22.039510  -4.763750  1.794950  -0.075
C  -21.856490  -7.297000  1.515260  -0.909
H  -21.724730  -0.781390  3.494820  0.364
H  -20.396950  -1.830270  3.745470  0.357
H  -22.064170  -2.370690  4.139200  0.351
H  -20.802430  -1.795910  1.251920  0.332
H  -22.474090  -2.034100  1.493700  0.345
H  -18.999710  -3.734650  2.143910  0.388
H  -19.162430  -6.365850  1.828390  0.445
H  -23.114640  -4.664080  1.771000  0.367
H  -21.240100  -7.962870  2.119230  0.358
H  -21.825890  -7.558120  0.457450  0.327
H  -22.896620  -7.276640  1.840550  0.321
C  -21.218510  -4.787740  8.191470  -0.727
C  -21.785960  -6.024480  7.736610  0.446
C  -20.828300  -7.027610  6.970320  0.479
O  -21.193210  -8.171930  6.666370  -0.795
C  -19.498190  -6.549590  6.679540  -0.567
C  -19.060550  -5.328290  7.046960  0.366
C  -19.951280  -4.418980  7.867890  0.391
O  -19.582300  -3.211350  8.255940  -0.767
O  -17.803110  -5.082820  6.742100  -0.788
O  -23.001200  -6.250340  7.736160  -0.743
H  -21.911680  -4.089360  8.636650  0.395
H  -18.823400  -7.253330  6.214990  0.363
C  -28.440010  -10.532130  10.218390  -0.469
C  -27.720210  -9.519390  9.323460  -0.349
O  -26.456110  -9.998350  8.879060  -0.506
O  -27.713160  -10.912700  11.368090  -0.491
H  -28.567260  -11.448880  9.642650  0.241
H  -29.431940  -10.181370  10.503230  0.319
H  -27.536010  -8.564850  9.816440  0.372
H  -28.337980  -9.333900  8.444800  0.253
H  -25.872640  -9.247140  8.749260  0.328
H  -27.512100  -10.138360  11.898720  0.303
C  -28.489130  -13.718670  2.095690  -0.441
C  -28.495790  -12.964050  3.510530  -0.368
O  -27.460150  -11.992370  3.523020  -0.492
O  -27.294050  -14.510620  1.971570  -0.490
H  -28.396870  -13.041940  1.246200  0.306
H  -29.379940  -14.326360  1.936720  0.313
H  -28.500900  -13.627530  4.375320  0.306
H  -29.480500  -12.505280  3.599750  0.263
H  -27.566030  -11.495780  2.708290  0.312
H  -26.519310  -13.947740  2.038890  0.299
C  -20.023900  -15.488100  10.251770  -0.225
C  -20.514730  -14.209420  10.920960  -0.608
O  -21.311800  -13.439820  10.009050  -0.437
O  -19.105130  -15.141860  9.227120  -0.508
H  -20.852970  -16.090100  9.879830  0.252
H  -19.568750  -16.123670  11.011370  0.319
H  -19.612520  -13.761760  11.337760  0.292
H  -21.076310  -14.512320  11.804690  0.366
H  -22.222970  -13.719220  10.124440  0.257
H  -19.047240  -15.922110  8.670830  0.307
C  -21.994920  -14.511010  1.664080  -0.575
C  -20.478430  -14.162130  1.997020  -0.320
O  -20.475520  -13.407590  3.207740  -0.469
O  -22.704890  -13.369150  1.269560  -0.473
H  -22.415830  -14.966630  2.560380  0.270
H  -22.026420  -15.257410  0.870360  0.364
H  -19.956180  -13.586610  1.232740  0.331
H  -19.949350  -15.100930  2.160830  0.316
H  -19.556950  -13.238350  3.429540  0.276
H  -22.296090  -13.086680  0.448160  0.288
C  -25.244690  -16.774360  8.879380  -0.390
C  -26.174300  -15.878870  9.624450  -0.440
O  -25.505600  -14.803930  10.231780  -0.506
O  -24.720750  -16.156520  7.685180  -0.494
H  -25.897530  -17.577570  8.537710  0.301
H  -24.467300  -17.260280  9.469000  0.334
H  -26.852540  -16.341080  10.341700  0.359
H  -26.829820  -15.430360  8.877960  0.270
H  -26.106870  -14.114390  10.522660  0.289
H  -24.113060  -16.774070  7.271720  0.286

Cartesian forces, eV/Å:
N -0.78 -0.05 0.48
H -0.41 1.01 -0.39
H -0.21 -1.00 -0.04
H 0.69 0.65 0.08
H 0.43 -0.13 0.05
N 0.42 0.49 -0.06
H -0.71 0.02 -0.05
H 0.11 -0.49 -0.53
H -0.23 -0.53 0.25
H 0.26 0.70 0.42
C 0.60 0.77 -1.25
C -0.06 0.82 2.02
N -1.15 -1.67 -0.29
C 1.88 -1.39 -0.04
C -1.94 1.71 -0.44
N -0.12 1.56 0.84
C 1.57 -1.00 -0.68
C -0.10 0.77 0.02
H -0.18 0.02 -0.19
H -0.07 -0.36 0.23
H 0.08 -0.35 -0.37
H 0.29 -0.01 0.40
H -0.19 -0.90 0.00
H -0.40 0.53 -0.04
H -0.24 0.08 0.16
H 0.15 -0.13 -0.09
H -0.30 -0.04 -0.06
H 0.11 -0.09 0.09
H 0.17 -0.26 0.13
C -1.92 -2.77 -0.43
C 0.40 1.12 -0.88
C 2.04 1.59 0.44
O -0.82 -1.69 -0.18
C -3.64 -2.80 -0.13
C 5.44 1.66 -0.39
C 1.79 5.29 1.48
O 0.05 -3.36 -1.62
O -3.29 0.58 1.06
O -0.48 -0.82 0.23
H 0.17 0.11 0.14
H 0.21 -0.04 -0.20
C 0.64 0.02 -0.28
C 0.10 0.15 0.00
O 0.08 -0.63 -0.02
O 0.17 -0.20 0.03
H -0.05 -0.07 -0.02
H -0.11 0.28 -0.20
H -0.38 0.07 0.31
H -0.33 0.11 0.00
H 0.04 0.10 0.05
H -0.01 0.13 0.03
C 1.61 0.35 1.45
C -1.36 -0.49 -2.27
O 0.28 -0.44 0.52
O -0.65 -0.78 0.24
H -0.67 0.76 0.23
H 0.28 -0.25 0.23
H 0.93 -0.16 -0.22
H -0.12 0.50 -0.12
H 0.01 0.24 -0.02
H -0.15 0.26 0.02
C -0.34 0.18 0.63
C -0.23 -1.61 -0.22
O 0.94 0.29 0.47
O -0.15 -0.16 -0.20
H -0.26 0.20 -0.36
H 0.40 0.05 0.16
H -0.19 1.05 -0.53
H -0.31 0.12 0.00
H -0.14 0.03 0.08
H 0.32 0.05 -0.21
C 2.31 0.16 -0.06
C -1.48 -0.64 0.29
O -0.14 0.10 0.23
O -0.39 0.24 0.33
H -0.24 0.30 0.00
H 0.13 -0.20 -0.01
H -0.29 -0.09 -0.41
H 0.08 -0.16 -0.15
H 0.04 0.09 0.06
H -0.17 0.22 -0.14
C -0.45 -1.17 -0.67
C -0.70 1.64 -0.40
O 1.28 0.33 0.48
O 0.05 0.54 0.60
H -0.06 -0.36 0.05
H 0.19 0.43 0.23
H 0.38 -0.77 0.01
H -0.29 -0.24 -0.41
H -0.21 -0.08 -0.02
H -0.05 -0.13 0.06

=====

An isolated molecule of C7H9FIN3O2 in a non-equilibrium geometry. Source: the OMol25 dataset; level of theory: wB97M-V/def2-TZVPD.

The calculation puts the gap between HOMO and LUMO at 9.160 eV. The calculation puts the highest occupied orbital energy at -8.9918 eV. The calculated total energy comes out at -984.4329 Ha. As for the charge: 0.

Each line ends with the natural charge from an NBO analysis.
Cartesian coordinates (Å):
C  -1.997208  0.602848  -1.428716  -0.108
C  -3.094160  -0.912804  -0.553728  0.152
C  -1.525175  0.531619  -0.171632  0.071
C  2.238481  1.328386  0.508079  0.806
C  -0.386035  1.232343  0.470010  -0.415
C  0.975706  0.430750  0.209363  -0.156
C  1.277359  -2.009314  0.357664  0.360
N  -2.933309  -0.334821  -1.710798  -0.438
N  -2.229338  -0.450566  0.413104  -0.509
N  1.028963  -0.729987  0.987345  -0.659
O  2.456808  2.358990  -0.437639  -0.720
O  2.861115  1.249108  1.529728  -0.539
F  1.343660  -2.941342  1.261010  -0.322
I  3.202403  -2.114983  -0.880590  -0.118
H  -1.682893  1.206810  -2.255582  0.202
H  -3.867346  -1.733896  -0.450137  0.206
H  -0.647583  1.415408  1.512089  0.225
H  -0.190352  2.197028  0.100909  0.233
H  0.903223  0.127296  -0.834684  0.229
H  0.492256  -2.254604  -0.375236  0.175
H  -2.127991  -0.650917  1.327514  0.413
H  2.196933  2.222403  -1.361686  0.501
H  1.704484  -0.769755  1.783614  0.411

Cartesian forces, eV/Å:
C 0.76 0.72 -2.17
C -1.70 -2.41 0.33
C 1.10 1.36 -0.38
C -0.90 0.66 -1.26
C 0.80 -1.05 0.42
C -0.19 1.55 0.28
C -1.08 2.33 -1.84
N -0.39 0.03 1.19
N -1.36 0.01 -3.40
N 1.41 -3.86 1.55
O 0.45 -0.85 1.62
O -0.44 0.32 -1.23
F 0.31 -1.23 1.42
I -0.55 0.13 0.38
H 0.38 0.52 0.06
H 1.32 1.12 0.47
H 0.62 -0.39 0.35
H -0.28 1.33 -0.97
H 0.35 0.29 -0.22
H 0.48 0.17 0.02
H 0.00 -1.28 3.47
H -0.30 -0.60 0.54
H -0.79 1.13 -0.64

=====

A cluster of 2 separate species, C3H9NO3 in total in a non-equilibrium geometry. Source: the OMol25 dataset; level of theory: wB97M-V/def2-TZVPD.

The calculation puts the gap between HOMO and LUMO at 10.279 eV. The calculation puts the highest occupied orbital energy at -9.6744 eV. The calculated total energy comes out at -400.1299 Ha. As for the charge: 0.

Each line ends with the natural charge from an NBO analysis.
Cartesian coordinates (Å):
C  1.327658  0.690810  -0.284585  0.530
N  0.556671  -0.203278  0.367516  -0.643
C  -0.806845  -0.056339  0.956095  -0.241
C  -1.698743  0.895676  0.217740  -0.112
O  -2.668457  1.465657  1.083433  -0.719
O  2.545565  0.656577  -0.486185  -0.593
H  0.658623  1.459992  -0.668749  0.087
H  0.795735  -1.106676  0.028254  0.415
H  -0.800999  0.276846  2.031945  0.214
H  -1.118625  -1.169924  1.019570  0.218
H  -2.082349  0.400315  -0.729473  0.172
H  -1.332335  1.845879  -0.225411  0.194
H  -3.535857  1.209764  0.761473  0.474
H  1.509511  -2.035819  -1.870182  0.475
H  1.370339  -3.501556  -1.831035  0.470
O  1.086247  -2.764329  -1.400310  -0.941

Cartesian forces, eV/Å:
C 0.79 1.44 -0.27
N -0.18 -0.77 0.55
C 1.36 -1.39 0.73
C -0.93 0.95 -2.30
O -0.89 -0.85 0.14
O -2.11 -0.58 0.09
H 0.54 1.17 -0.15
H 0.20 -1.25 0.75
H 0.51 -0.17 -1.01
H -0.29 2.02 -0.35
H -0.25 0.24 1.23
H 1.36 -0.94 0.38
H -0.16 0.03 0.23
H 0.02 0.00 0.06
H 1.20 -3.40 -1.77
O -1.16 3.51 1.68